# 1
The following is a quantum chemistry calculation of a 2-piece molecular cluster, C4H12O overall in a non-equilibrium geometry, from the OMol25 dataset.

Element x y z (Å)
C: 1.6897 0.1513 -2.9819
C: 0.3410 0.0534 -2.1482
O: 0.8459 -0.1670 -0.8586
H: 2.4817 0.6590 -2.4157
H: 1.4154 0.6864 -3.9303
H: 2.1225 -0.8793 -2.9809
H: -0.2708 0.9132 -2.3253
H: -0.2014 -0.8815 -2.4230
H: 1.5079 -1.0808 -0.8874
C: -1.2309 0.5537 3.2752
C: -1.2180 -0.4261 1.9630
H: -1.8148 0.0569 3.9383
H: -0.3035 0.6710 3.7566
H: -1.7011 1.5598 3.0773
H: -0.6052 -1.2758 2.1138
H: -0.8535 0.0801 1.1307
H: -2.2048 -0.6744 1.6963

Its multiplicity is 1. The calculation puts the gap between HOMO and LUMO at 0.3919 hartree.

Mulliken atomic charge list, values in e, 8 entries: number 1, C, carries -0.985; number 2, C, carries -0.262; number 3, O, carries -0.543; number 4, H, carries 0.305; number 5, H, carries 0.295; number 6, H, carries 0.287; number 7, H, carries 0.365; number 8, H, carries 0.230

---

# 2
The following is a quantum chemistry calculation of a 2-piece molecular cluster, C4H12O2 overall in a non-equilibrium geometry, from the OMol25 dataset.

Element x y z (Å)
C: -1.5360 1.0387 1.8932
C: -1.4826 0.3453 0.5477
C: -0.1480 -0.3590 0.3405
C: -0.2245 -1.4603 -0.7095
O: 1.1093 -1.9166 -1.0789
H: -1.4907 0.3012 2.6872
H: -2.4751 1.5756 1.9791
H: -0.7279 1.7781 1.9111
H: -2.3511 -0.3295 0.5454
H: -1.7017 1.1128 -0.2080
H: 0.6182 0.3309 -0.0211
H: 0.1288 -0.7318 1.2970
H: -0.7844 -1.1540 -1.5848
H: -0.7177 -2.3202 -0.2616
H: 1.2934 -2.5838 -0.4143
O: 3.7586 1.2832 -2.4963
H: 3.7082 2.2306 -2.3858
H: 3.0231 0.8589 -2.0407

Its multiplicity is 1. The calculation puts the gap between HOMO and LUMO at 0.4111 hartree.

Mulliken atomic charge list, values in e, 8 entries: number 1, C, carries -1.333; number 2, C, carries -0.330; number 3, C, carries -0.288; number 4, C, carries -0.703; number 5, O, carries -0.514; number 6, H, carries 0.379; number 7, H, carries 0.368; number 8, H, carries 0.305

---

# 3
The following is a quantum chemistry calculation of a 2-piece molecular cluster, C4H12O2 overall in a non-equilibrium geometry, from the OMol25 dataset.

Element x y z (Å)
C: 0.6948 0.9066 2.5882
C: -0.7419 1.2933 2.4531
O: -1.4721 0.5147 1.5196
H: 1.5616 1.8025 2.4905
H: 0.7313 0.2463 3.4054
H: 1.0120 0.4054 1.5914
H: -0.9377 2.2760 1.9418
H: -1.2193 1.3605 3.5609
H: -1.5001 -0.3668 1.8194
C: 0.5455 -0.7211 -3.1977
C: -0.0595 -1.4823 -2.0260
O: 0.3121 -0.9721 -0.8416
H: 1.3225 0.1360 -3.0487
H: 0.9645 -1.4110 -3.9902
H: -0.2325 0.0011 -3.7157
H: 0.1044 -2.5574 -1.7691
H: -1.1967 -1.3913 -2.0094
H: 0.1113 -0.0405 -0.7721

Its multiplicity is 1. The calculation puts the gap between HOMO and LUMO at 0.3956 hartree.

Mulliken atomic charge list, values in e, 8 entries: number 1, C, carries -0.645; number 2, C, carries -0.269; number 3, O, carries -0.477; number 4, H, carries 0.260; number 5, H, carries 0.301; number 6, H, carries 0.088; number 7, H, carries 0.253; number 8, H, carries 0.233

---

# 4
The following is a quantum chemistry calculation of a 3-piece molecular cluster, C4H12O2 overall in a non-equilibrium geometry, from the OMol25 dataset.

Element x y z (Å)
C: -1.1999 -0.8215 0.2972
C: -0.4783 0.1395 -0.2742
C: 0.9136 0.3442 0.2646
C: -0.9963 0.7566 -1.5565
H: -2.1459 -0.8913 -0.2039
H: -0.8952 -1.5034 1.0062
H: 1.5914 0.6015 -0.6082
H: 1.1755 -0.7280 0.6053
H: 0.9500 1.1368 1.0773
H: -1.7438 1.5492 -1.2037
H: -1.8707 -0.0157 -1.9364
H: -0.3710 1.2911 -2.3018
O: 6.7824 0.7151 0.7411
H: 6.0641 0.6136 0.0883
H: 6.9214 -0.2133 0.9404
O: -4.8515 -0.7059 0.8164
H: -4.2940 -1.5676 0.8554
H: -5.5515 -0.7008 1.3925

Its multiplicity is 1. The calculation puts the gap between HOMO and LUMO at 0.3558 hartree.

Mulliken atomic charge list, values in e, 8 entries: number 1, C, carries -0.856; number 2, C, carries 0.951; number 3, C, carries -0.927; number 4, C, carries -1.114; number 5, H, carries -0.022; number 6, H, carries 0.371; number 7, H, carries 0.248; number 8, H, carries 0.291

---

# 5
The following is a quantum chemistry calculation of a 4-piece molecular cluster, C4H12O3 overall in a non-equilibrium geometry, from the OMol25 dataset.

Element x y z (Å)
C: 3.1062 -0.3938 1.2140
C: 3.2718 -1.6894 0.8763
C: 2.9223 -2.7539 1.8493
C: 2.9517 -4.0676 1.5466
H: 2.3609 -0.2185 1.9947
H: 3.6967 0.3288 0.6643
H: 4.1763 -1.8807 0.2872
H: 2.9205 -2.4450 2.8894
H: 2.2334 -4.7164 2.0461
H: 3.7654 -4.6635 1.1466
O: -4.7625 4.2862 1.0122
H: -4.8649 3.9696 1.9140
H: -3.8114 4.3538 0.9134
O: -2.7391 -0.5835 -0.9148
H: -2.3620 -1.1241 -1.6084
H: -2.0714 0.0111 -0.5928
O: -2.0281 2.9959 -4.3368
H: -1.4682 3.4667 -4.9547
H: -1.5355 2.8813 -3.5186

Its multiplicity is 1. The calculation puts the gap between HOMO and LUMO at 0.3213 hartree.

Mulliken atomic charge list, values in e, 8 entries: number 1, C, carries -0.626; number 2, C, carries -0.132; number 3, C, carries -0.186; number 4, C, carries -0.660; number 5, H, carries 0.270; number 6, H, carries 0.260; number 7, H, carries 0.240; number 8, H, carries 0.330

---

# 6
The following is a quantum chemistry calculation of a 2-piece molecular cluster, C4H12O3 overall in a non-equilibrium geometry, from the OMol25 dataset.

Element x y z (Å)
C: -0.2326 1.0590 -2.2410
C: -0.4604 0.8085 -0.7575
O: -1.5550 -0.1262 -0.5483
C: 0.7065 0.1413 -0.0512
C: 0.4791 0.3312 1.4702
O: 1.5529 0.1802 2.4013
H: -1.0274 1.7128 -2.6254
H: 0.5897 1.7639 -2.3535
H: -0.3625 0.0629 -2.6587
H: -0.7292 1.7220 -0.2150
H: -2.3452 0.3226 -0.8382
H: 1.6516 0.6904 -0.1910
H: 0.8584 -0.8738 -0.4120
H: -0.3710 -0.2636 1.7954
H: 0.2314 1.3872 1.5913
H: 1.8404 -0.7283 2.2792
O: 0.1382 -2.6184 1.0572
H: -0.6944 -2.1652 0.8738
H: -0.2704 -3.4065 1.4235

Its multiplicity is 1. The calculation puts the gap between HOMO and LUMO at 0.3873 hartree.

Mulliken atomic charge list, values in e, 8 entries: number 1, C, carries -1.397; number 2, C, carries 0.280; number 3, O, carries -0.526; number 4, C, carries -0.485; number 5, C, carries -0.634; number 6, O, carries -0.556; number 7, H, carries 0.372; number 8, H, carries 0.357

---

# 7
The following is a quantum chemistry calculation of a 3-piece molecular cluster, C4H12O3 overall in a non-equilibrium geometry, from the OMol25 dataset.

Element x y z (Å)
C: 0.2653 -2.5414 -1.0093
C: -0.6704 -1.7292 -0.1458
C: -0.2564 -0.7212 0.5709
C: -1.0093 -0.4476 1.8187
O: 0.7908 0.0544 0.2587
H: 1.1955 -1.9658 -1.3100
H: -0.2983 -3.0666 -1.8310
H: 0.5332 -3.5171 -0.5056
H: -1.6924 -2.1409 -0.0473
H: -1.1659 -1.3838 2.5052
H: -2.0252 -0.0034 1.5214
H: -0.4651 0.2027 2.4902
H: 0.8875 0.7200 0.9954
O: 1.3605 2.6337 0.3059
H: 0.5363 2.0962 0.2900
H: 1.2507 3.1538 -0.4505
O: -0.5775 1.8373 -1.4988
H: -0.6974 0.8558 -1.1597
H: -0.6239 1.4824 -2.4312

Its multiplicity is 1. The calculation puts the gap between HOMO and LUMO at 0.3322 hartree.

Mulliken atomic charge list, values in e, 8 entries: number 1, C, carries -1.036; number 2, C, carries 0.123; number 3, C, carries 0.373; number 4, C, carries -1.483; number 5, O, carries -0.543; number 6, H, carries 0.273; number 7, H, carries 0.307; number 8, H, carries 0.257

---

# 8
The following is a quantum chemistry calculation of a 3-piece molecular cluster, C4H12O3 overall in a non-equilibrium geometry, from the OMol25 dataset.

Element x y z (Å)
C: -0.5380 -1.9923 1.2731
C: -1.0235 -0.7783 0.4488
C: 0.1158 0.1471 0.0020
C: -0.2044 1.6299 -0.1667
O: -0.0709 2.4638 0.6865
H: -1.3858 -2.6351 1.4715
H: 0.3183 -2.3885 0.7069
H: -0.2717 -1.6613 2.2888
H: -1.7570 -1.1911 -0.2566
H: -1.6789 -0.1913 1.1145
H: 0.7963 0.1431 0.8595
H: 0.5982 -0.1731 -0.9250
H: -0.6947 1.9370 -1.1097
O: 0.1536 0.2448 -6.2029
H: 0.0941 -0.7277 -6.0747
H: 0.4173 0.3157 -7.1292
O: 1.8941 1.6000 4.6919
H: 1.2692 2.2642 4.3814
H: 1.9681 0.9931 3.9400

Its multiplicity is 1. The calculation puts the gap between HOMO and LUMO at 0.3896 hartree.

Mulliken atomic charge list, values in e, 8 entries: number 1, C, carries -1.130; number 2, C, carries -0.409; number 3, C, carries -0.341; number 4, C, carries -0.097; number 5, O, carries -0.453; number 6, H, carries 0.365; number 7, H, carries 0.309; number 8, H, carries 0.277

---

# 9
The following is a quantum chemistry calculation of a 4-piece molecular cluster, C4H12O4 overall in a non-equilibrium geometry, from the OMol25 dataset.

Element x y z (Å)
C: 0.5772 2.0830 0.8919
C: -0.0871 1.0666 0.3538
O: 0.1258 -0.2442 0.6031
C: -1.1977 1.2768 -0.6148
C: -1.2241 0.6153 -1.7516
H: 1.3938 1.9488 1.5979
H: 0.3711 3.1358 0.7638
H: 0.6581 -0.4201 1.3824
H: -1.9989 1.8624 -0.1895
H: -0.4841 -0.0661 -2.1488
H: -1.9250 0.8807 -2.5447
H: 0.0768 -3.1076 2.4189
H: -0.8715 -2.0109 2.8734
O: 0.0764 -2.1845 2.7096
H: 3.7210 1.7186 -2.6271
H: 3.1304 0.4159 -2.0718
O: 2.9659 1.1477 -2.6875
H: -2.4991 -2.9343 0.2406
H: -1.2313 -2.1645 0.2863
O: -1.5778 -3.0192 0.5141

Its expectation value of S² is 0.750. Its multiplicity is 2. The calculation puts the gap between HOMO and LUMO (spin up / spin down) at 0.0839 / 0.3273 hartree. As for the total charge: -1.

Mulliken atomic charge list, values in e, 8 entries: number 1, C, carries -0.858; number 2, C, carries -0.867; number 3, O, carries 0.328; number 4, C, carries -0.511; number 5, C, carries -1.137; number 6, H, carries 0.414; number 7, H, carries 0.333; number 8, H, carries -0.067

---

# 10
The following is a quantum chemistry calculation of a 3-piece molecular cluster, C4H12O5 overall in a non-equilibrium geometry, from the OMol25 dataset.

Element x y z (Å)
C: -0.9374 -2.3139 -0.9792
C: -0.3583 -0.9547 -0.5503
O: -1.1017 -0.1953 0.3880
C: 1.0154 -1.1948 0.1549
C: 1.5917 0.0620 0.7429
O: 1.7574 0.0661 1.9417
O: 2.0503 0.9841 -0.0869
H: -1.4917 -2.7889 -0.1766
H: -0.0941 -2.9169 -1.3427
H: -1.6248 -2.3010 -1.8254
H: -0.2724 -0.2743 -1.4081
H: -0.9880 -0.5224 1.2852
H: 0.7302 -1.9615 0.8731
H: 1.7586 -1.6322 -0.5195
H: 2.2204 1.8307 0.3313
O: -2.9924 -0.1188 -1.9249
H: -2.0932 0.2001 -1.8040
H: -2.8849 -1.0601 -2.1207
O: 0.0162 3.3103 0.7247
H: -0.5335 2.9757 1.4543
H: -0.3507 2.7989 -0.0070

Its multiplicity is 1. The calculation puts the gap between HOMO and LUMO at 0.4003 hartree.

Mulliken atomic charge list, values in e, 8 entries: number 1, C, carries -1.549; number 2, C, carries -0.013; number 3, O, carries -0.506; number 4, C, carries -0.659; number 5, C, carries 0.430; number 6, O, carries -0.576; number 7, O, carries -0.454; number 8, H, carries 0.352

---

# 11
The following is a quantum chemistry calculation of a 2-piece molecular cluster, C4H12OS overall in a non-equilibrium geometry, from the OMol25 dataset.

Element x y z (Å)
C: -1.7005 0.6469 0.3048
C: -0.4825 -0.0965 0.8743
C: 0.6217 -0.3449 -0.1440
S: 2.0702 -1.2718 0.5340
C: 3.1283 0.0339 1.0947
H: -1.4074 1.3191 -0.4969
H: -2.2631 1.1980 1.0533
H: -2.4011 -0.1105 -0.0483
H: -0.1688 0.3718 1.8106
H: -0.7544 -1.1038 1.2101
H: 0.3052 -1.0017 -0.9493
H: 0.9583 0.6162 -0.5399
H: 3.4812 -0.0492 2.1241
H: 2.5826 0.9743 1.0167
H: 4.0325 0.1119 0.4884
O: -2.3356 -0.2904 -2.6629
H: -2.5129 -0.7075 -3.5015
H: -3.1537 -0.2957 -2.1681

Its multiplicity is 1. The calculation puts the gap between HOMO and LUMO at 0.3318 hartree.

Mulliken atomic charge list, values in e, 8 entries: number 1, C, carries -0.944; number 2, C, carries -0.289; number 3, C, carries -0.815; number 4, S, carries -0.094; number 5, C, carries -0.786; number 6, H, carries 0.366; number 7, H, carries 0.368; number 8, H, carries 0.064

---

# 12
The following is a quantum chemistry calculation of a 2-piece molecular cluster, C4H12OS2 overall in a non-equilibrium geometry, from the OMol25 dataset.

Element x y z (Å)
C: -3.5003 1.1993 -1.1999
S: -2.2946 -0.1551 -1.0382
C: -0.9699 0.8510 -0.2136
C: 0.1316 -0.0314 0.3574
C: 1.1433 0.8276 1.2586
S: 2.3684 -0.4034 1.8239
H: -3.4790 1.6586 -0.1973
H: -4.5249 0.8448 -1.4028
H: -3.2404 1.9696 -1.9453
H: -1.3797 1.5065 0.5787
H: -0.4894 1.4991 -0.9716
H: 0.6820 -0.5343 -0.4609
H: -0.2661 -0.8171 1.0281
H: 0.6974 1.3843 2.1051
H: 1.6933 1.5543 0.6302
H: 1.4821 -1.1496 2.5168
O: 4.3615 -3.5303 -0.9367
H: 4.0137 -2.6433 -0.6905
H: 3.5710 -4.0306 -1.2418

Its multiplicity is 1. The calculation puts the gap between HOMO and LUMO at 0.3465 hartree.

Mulliken atomic charge list, values in e, 8 entries: number 1, C, carries -0.752; number 2, S, carries -0.080; number 3, C, carries -0.686; number 4, C, carries -0.686; number 5, C, carries -0.612; number 6, S, carries -0.230; number 7, H, carries 0.205; number 8, H, carries 0.334

---

Calculated total energy (computed, Eh): -234.755897 -310.058093 -309.976888 -309.993819 -385.184479 -385.289244 -385.242222 -385.286028 -460.470409 -535.801555 -633.007151 -1031.191656